This record from the OMol25 dataset describes one molecule with the formula C5H8N2 in a non-equilibrium geometry. The level of theory is ωB97M-V/def2-TZVPD.

Geometry as XYZ:
```
15
Properties=species:S:1:pos:R:3:forces:R:3
N 0.67206 -0.19829 -1.18115 0.0 0.1 -0.9
N 3.14362 -0.57137 -0.76212 0.4 -0.1 -0.4
C 2.00777 -0.24214 -0.68984 -1.2 0.5 1.4
C 1.17959 0.07118 0.85255 0.3 -1.2 -0.2
C -1.06253 -1.11550 0.37112 0.1 0.0 0.2
C -0.81230 1.37567 0.07035 -0.1 0.0 0.0
C -0.10854 0.02731 0.05946 0.2 0.5 0.0
H 0.57963 0.57397 -1.84349 0.0 -0.3 0.0
H -1.41261 -0.97630 1.40064 0.0 -0.1 -0.1
H 1.28588 -0.85085 1.44937 0.2 0.4 0.3
H -0.09344 2.18519 -0.08586 -0.1 -0.1 -0.1
H -1.93871 -1.13206 -0.28602 0.2 0.1 0.0
H -1.29273 1.53956 1.04005 0.0 0.0 -0.1
H -0.55648 -2.08363 0.30537 0.0 0.2 0.0
H -1.59121 1.39726 -0.70043 0.1 0.1 0.1
```
Forces are in eV/Å.

The calculation puts the HOMO-LUMO gap (alpha / beta) at 7.72 / 7.96 eV. Its net charge is 0. The calculation puts the energy above the lowest of the compared OMol25 structures with the same formula, charge and spin at 508.7 kJ/mol.

***

This record from the OMol25 dataset describes one molecule with the formula C5H8N2 in a non-equilibrium geometry. The level of theory is ωB97M-V/def2-TZVPD.

Geometry as XYZ:
```
15
Properties=species:S:1:pos:R:3:forces:R:3
N 1.99920 -0.67812 -0.21755 0.2 0.0 -0.1
N 1.37931 2.46435 1.08328 -0.3 -1.0 -0.2
C -1.51236 -0.98249 -0.18010 -0.1 -0.2 -0.1
C 0.85019 -0.02859 0.38829 -0.1 0.0 0.2
C -1.66046 0.51301 -0.13355 -0.1 0.1 0.1
C -0.35166 -0.09597 -0.54095 0.0 -0.2 0.0
C 1.11572 1.37576 0.79338 0.4 1.0 0.1
H 2.79201 -0.70456 0.41776 -0.2 0.0 -0.1
H 0.63284 -0.57267 1.31208 -0.1 0.1 0.0
H -2.23444 1.02019 -0.90659 0.1 -0.2 0.2
H 2.28610 -0.16430 -1.04481 0.0 -0.1 0.1
H -1.73412 0.97909 0.84626 0.1 0.0 -0.2
H -2.01229 -1.52883 -0.96971 0.1 0.1 -0.1
H -1.46487 -1.54950 0.75012 0.0 0.3 -0.1
H -0.08517 -0.04737 -1.59790 -0.1 0.1 0.3
```
Forces are in eV/Å.

The calculation puts the HOMO-LUMO gap at 11.29 eV. Its net charge is 0. The calculation puts the energy above the lowest of the compared OMol25 structures with the same formula, charge and spin at 127.3 kJ/mol.

***

This record from the OMol25 dataset describes one molecule with the formula C5H8N2 in a non-equilibrium geometry. The level of theory is ωB97M-V/def2-TZVPD.

Geometry as XYZ:
```
15
Properties=species:S:1:pos:R:3:forces:R:3
N -1.41367 -0.51259 -0.48344 0.2 -0.2 0.0
N -0.62072 0.09505 0.42674 -2.5 -0.2 0.8
C -1.49707 0.68821 1.49697 1.7 1.9 -0.5
C 0.57635 -0.81740 -1.77014 3.5 -1.3 -1.6
C 0.62703 0.30446 0.41391 2.8 0.9 -0.3
C 1.49551 -0.31749 -0.65729 -0.5 -0.5 -0.2
C -0.70764 -0.92871 -1.61363 -3.0 0.5 -0.3
H 2.09735 -1.04729 -0.07234 0.0 -0.2 -0.9
H -1.35190 -1.20470 -2.50098 0.6 0.1 1.4
H 2.17461 0.30960 -1.23455 0.4 0.7 1.0
H -2.05383 1.39966 0.88618 0.0 0.5 0.6
H 1.11477 0.87779 1.23355 -0.8 -0.5 -0.6
H -0.98965 1.13599 2.42707 -0.3 -0.7 -1.9
H 1.06115 -1.17298 -2.76682 -0.9 0.8 1.9
H -2.20212 -0.00622 1.78986 -1.1 -1.8 0.6
```
Forces are in eV/Å.

The calculation puts the HOMO-LUMO gap (alpha / beta) at 7.97 / 7.97 eV. Its net charge is 0. The calculation puts the energy above the lowest of the compared OMol25 structures with the same formula, charge and spin at 317.4 kJ/mol.

***

This record from the OMol25 dataset describes a 2-piece molecular cluster, C5H8N2 overall. The level of theory is ωB97M-V/def2-TZVPD.

Geometry as XYZ:
```
15
Properties=species:S:1:pos:R:3:forces:R:3
N 0.21306 -0.68540 0.23925 0.1 0.2 -0.1
N -1.20357 0.97814 -0.30058 0.0 0.2 -0.1
C 0.15453 0.57959 -0.19072 0.0 -0.1 0.0
C 1.52638 -1.01788 0.34871 0.1 -0.1 0.0
C -1.91130 -0.90912 0.30148 -0.2 -0.1 0.0
C 2.30254 0.07372 -0.03003 0.1 -0.1 0.0
C 1.41329 1.12099 -0.38384 -0.1 0.0 0.0
H 1.84236 -2.00066 0.67810 0.0 0.2 -0.1
H 3.38624 0.11188 -0.05177 -0.2 0.0 0.0
H 1.66375 2.11939 -0.72048 0.0 -0.2 0.1
H -1.51595 1.22311 -1.23858 0.1 -0.1 0.1
H -1.87967 -1.48691 -0.61311 0.0 0.1 0.1
H -1.49393 1.70599 0.34945 0.0 -0.1 -0.1
H -1.66801 -1.47343 1.19127 0.0 0.1 -0.1
H -2.82973 -0.33939 0.42083 0.2 -0.1 0.0
```
Forces are in eV/Å.

The calculation puts the HOMO-LUMO gap at 7.27 eV. Its net charge is 0. The calculation puts the energy above the lowest of the compared OMol25 structures with the same formula, charge and spin at 406.5 kJ/mol.